No. 1
Below is one molecule with the formula C18H29N3O4S, with properties calculated with wB97M-V/def2-TZVPD.

Output
frontier orbital gap: 9.58 eV
relative energy (zero: lowest compared OMol25 entry of this formula, charge and spin): 4.9 kcal per mole
E_tot: -1566.7587 a.u.
HOMO: -0.3343 Ha
SMILES: CCCNC(=O)CC[C@@H](NS(=O)(=O)c1ccc(C)cc1)C(=O)NCCC
multiplicity: 1

Last column: natural (NBO) charge in e.
Geometry (Å):
C1 4.42 -5.02 -1.92  -0.60
H1 5.18 -4.63 -2.59  0.20
C2 3.46 -3.92 -1.51  -0.40
H2 2.71 -4.32 -0.82  0.19
C3 2.75 -3.32 -2.72  -0.22
N1 1.81 -2.30 -2.34  -0.63
C4 1.98 -0.99 -2.62  0.68
O1 2.88 -0.55 -3.30  -0.64
C5 0.90 -0.12 -1.98  -0.50
H3 0.94 0.87 -2.43  0.23
C6 1.11 -0.04 -0.46  -0.39
H4 1.71 -0.89 -0.12  0.23
H5 1.65 0.88 -0.21  0.22
C7 -0.21 -0.07 0.32  -0.14
N2 -1.11 0.96 -0.12  -0.89
S1 -2.03 1.83 0.95  2.32
O2 -2.23 1.04 2.15  -0.96
O3 -3.19 2.27 0.24  -0.93
C8 -0.96 3.19 1.32  -0.29
C9 -0.82 4.20 0.39  -0.18
C10 0.06 5.23 0.64  -0.21
C11 0.80 5.27 1.81  0.02
C12 0.65 4.24 2.74  -0.22
C13 -0.23 3.20 2.50  -0.19
H6 -0.38 2.40 3.21  0.24
H7 1.21 4.26 3.66  0.22
C14 1.76 6.39 2.06  -0.63
H8 2.15 6.35 3.07  0.22
H9 2.59 6.34 1.36  0.23
H10 1.26 7.35 1.91  0.23
H11 0.17 6.03 -0.09  0.22
H12 -1.41 4.16 -0.51  0.24
H13 -1.54 0.82 -1.02  0.42
C15 -0.88 -1.46 0.25  0.68
O4 -0.45 -2.38 -0.43  -0.67
N3 -1.99 -1.53 1.00  -0.62
H14 -2.26 -0.72 1.54  0.43
C16 -2.89 -2.66 0.98  -0.22
C17 -4.21 -2.31 0.27  -0.40
C18 -4.99 -1.21 0.99  -0.62
H15 -5.94 -1.05 0.50  0.22
H16 -5.18 -1.50 2.03  0.20
H17 -4.44 -0.27 0.99  0.21
H18 -4.81 -3.22 0.22  0.20
H19 -3.99 -1.99 -0.75  0.20
H20 -2.39 -3.47 0.46  0.23
H21 -3.10 -2.96 2.01  0.19
H22 -0.01 0.14 1.38  0.23
H23 -0.06 -0.57 -2.20  0.21
H24 1.04 -2.56 -1.72  0.43
H25 3.47 -2.85 -3.39  0.23
H26 2.22 -4.11 -3.27  0.18
H27 4.00 -3.13 -0.99  0.20
H28 3.89 -5.83 -2.42  0.20
H29 4.92 -5.44 -1.04  0.21

No. 2
Below is a 6-piece molecular cluster, C18H29N5O overall at a distorted geometry, with properties calculated with wB97M-V/def2-TZVPD.

Output
frontier orbital gap: 8.58 eV
relative energy (zero: lowest compared OMol25 entry of this formula, charge and spin): 59.4 kcal per mole
E_tot: -1052.2382 a.u.
HOMO: -0.2943 Ha
SMILES: c1cc[nH]c1.c1cc[nH]c1.c1cc[nH]c1.c1cc[nH]c1.CCO.N
multiplicity: 1

Last column: natural (NBO) charge in e.
Geometry (Å):
N1 0.06 -0.65 -0.49  -1.11
H1 -0.46 -1.52 -0.37  0.36
H2 0.65 -0.65 1.64  0.52
H3 -0.62 0.10 -0.26  0.38
H4 0.30 -0.41 -1.44  0.39
C1 0.65 -2.98 2.19  -0.63
C2 1.87 -2.07 2.28  -0.06
O1 1.37 -0.75 2.45  -0.78
H5 -0.02 -2.92 3.05  0.21
H6 0.96 -4.02 2.10  0.21
H7 0.12 -2.69 1.27  0.20
H8 2.35 -2.12 1.32  0.16
H9 2.55 -2.28 3.10  0.18
N2 0.85 2.86 -0.96  -0.53
C3 1.28 2.09 -2.00  -0.06
C4 0.19 1.87 -2.84  -0.33
C5 -1.01 2.33 -2.14  -0.33
C6 -0.52 2.97 -1.04  -0.06
H10 1.39 3.24 -0.18  0.44
H11 2.33 1.84 -2.12  0.22
H12 0.21 1.32 -3.75  0.21
H13 -2.07 2.26 -2.35  0.22
H14 -1.04 3.54 -0.29  0.20
N3 2.54 1.64 1.69  -0.51
C7 2.17 2.87 2.05  -0.06
C8 2.97 3.83 1.42  -0.35
C9 3.81 3.03 0.54  -0.32
C10 3.53 1.72 0.71  -0.10
H15 2.17 0.76 2.01  0.45
H16 1.34 3.02 2.74  0.21
H17 2.99 4.90 1.55  0.23
H18 4.59 3.37 -0.12  0.22
H19 4.00 0.89 0.21  0.22
N4 -3.54 -0.27 0.25  -0.51
C11 -3.10 -1.25 1.08  -0.08
C12 -2.37 -0.67 2.10  -0.32
C13 -2.56 0.75 1.99  -0.30
C14 -3.27 0.95 0.83  -0.08
H20 -3.88 -0.37 -0.69  0.42
H21 -3.32 -2.25 0.81  0.20
H22 -1.91 -1.23 2.91  0.23
H23 -2.24 1.51 2.71  0.23
H24 -3.61 1.85 0.34  0.21
N5 -1.39 -3.47 -1.69  -0.53
C15 -2.33 -2.63 -2.22  -0.08
C16 -1.69 -1.69 -2.99  -0.29
C17 -0.31 -2.12 -3.05  -0.31
C18 -0.19 -3.20 -2.28  -0.08
H25 -1.54 -4.23 -1.03  0.42
H26 -3.35 -2.76 -1.91  0.20
H27 -2.10 -0.86 -3.53  0.23
H28 0.51 -1.66 -3.55  0.23
H29 0.69 -3.80 -2.06  0.21

No. 3
Below is C18H29N5O3PS2 as an isolated structure at a distorted geometry, with properties calculated with wB97M-V/def2-TZVPD.

Output
frontier orbital gap: 6.90 eV
E_tot: -2340.2205 a.u.
HOMO: -0.3119 Ha
multiplicity: 2

Last column: natural (NBO) charge in e.
Geometry (Å):
C1 5.38 0.88 2.31  -0.63
C2 5.68 -0.25 1.24  -0.54
S1 6.68 0.29 -0.21  0.19
C3 6.31 2.03 -0.64  -0.58
C4 4.79 2.40 -0.70  -0.03
C5 3.65 1.44 -0.67  -0.17
C6 2.23 1.85 -0.68  -0.36
P1 0.94 0.50 -0.58  1.30
N1 1.41 -0.89 -1.20  -1.31
C7 1.92 3.31 -0.77  0.09
N2 0.66 3.90 -0.77  -0.57
S2 0.99 5.54 -0.89  0.90
N3 2.66 5.66 -0.91  -0.57
C8 3.05 4.33 -0.84  0.13
C9 4.46 3.83 -0.80  0.24
O1 5.48 4.81 -0.83  -0.38
N4 5.88 5.04 -2.13  0.38
O2 6.93 5.57 -2.15  -0.25
H1 5.28 1.91 1.88  0.22
H2 6.10 0.86 3.18  0.22
H3 4.37 0.64 2.77  0.22
H4 4.75 -0.80 0.89  0.22
H5 6.29 -1.04 1.77  0.24
H6 6.88 2.77 0.00  0.25
H7 6.72 2.19 -1.69  0.26
H8 3.84 0.34 -0.63  0.25
H9 -0.26 0.93 -1.23  -0.01
H10 0.69 0.29 0.83  -0.05
H11 2.36 -0.78 -1.59  0.36
C10 -4.82 -1.75 2.14  -0.62
C11 -4.44 -0.96 0.87  0.10
C12 -5.53 -1.12 -0.20  -0.42
C13 -5.52 -2.47 -0.90  -0.40
C14 -4.13 -2.79 -1.44  -0.42
C15 -3.03 -2.69 -0.36  0.10
N5 -3.09 -1.40 0.40  0.00
O3 -2.60 -0.45 -0.39  -0.38
C16 -3.16 -3.88 0.62  -0.62
C17 -1.66 -2.91 -1.03  -0.61
C18 -4.44 0.52 1.33  -0.60
H12 -3.94 -1.99 2.75  0.22
H13 -5.50 -1.17 2.78  0.22
H14 -5.35 -2.68 1.93  0.20
H15 -5.42 -0.34 -0.96  0.21
H16 -6.52 -0.96 0.25  0.22
H17 -5.86 -3.26 -0.22  0.19
H18 -6.23 -2.46 -1.73  0.22
H19 -4.13 -3.79 -1.87  0.22
H20 -3.90 -2.10 -2.26  0.21
H21 -2.46 -3.78 1.45  0.22
H22 -2.92 -4.82 0.10  0.22
H23 -4.16 -4.02 1.02  0.20
H24 -1.47 -2.20 -1.84  0.23
H25 -1.60 -3.91 -1.47  0.21
H26 -0.85 -2.82 -0.30  0.23
H27 -3.67 0.69 2.09  0.22
H28 -5.41 0.78 1.77  0.21
H29 -4.29 1.21 0.51  0.23

No. 4
Below is C18H30AlBr3Cl3CsFMgN2O15 as an isolated structure at a distorted geometry, with properties calculated with wB97M-V/def2-TZVPD.

Output
frontier orbital gap: 0.94 eV
E_tot: -11605.9333 a.u.
HOMO: -0.3112 Ha
total charge: +1
multiplicity: 1

Last column: Mulliken charge in e.
Geometry (Å):
C1 5.83 -2.04 2.19  -1.01
C2 4.70 -1.10 1.42  0.42
Br1 4.61 -1.72 -0.48  -0.11
C3 4.98 0.51 1.61  -0.81
Br2 5.46 0.75 3.57  -0.09
C4 3.75 1.49 1.12  1.20
C5 3.72 2.90 1.95  -0.82
O1 3.12 4.04 1.18  -0.16
N1 3.02 5.14 1.99  0.06
O2 3.74 5.98 1.43  -0.24
O3 4.25 1.93 -0.22  -0.34
C6 3.19 1.92 -1.24  0.51
O4 3.07 2.86 -2.19  -0.62
O5 2.36 0.75 -0.91  -0.35
C7 2.34 0.82 0.59  0.20
C8 0.92 1.57 0.87  -1.19
C9 -0.21 0.63 1.64  0.18
O6 -0.50 -0.64 0.95  -0.50
C10 -1.63 1.48 1.64  0.16
N2 -2.15 1.73 3.07  -0.57
H1 5.57 -2.23 3.31  0.16
H2 5.77 -3.11 1.66  0.38
H3 6.91 -1.60 2.04  0.27
H4 3.68 -1.34 1.93  -0.10
H5 5.94 0.82 1.01  0.49
H6 3.14 2.82 2.98  0.39
H7 4.81 3.29 2.24  0.51
H8 2.09 -0.30 0.85  0.35
H9 0.43 1.82 -0.19  0.22
H10 0.99 2.56 1.50  0.27
H11 0.21 0.44 2.73  0.31
H12 -1.00 -1.19 1.65  0.25
H13 -2.46 0.79 1.14  0.37
H14 -1.57 2.47 1.02  -0.59
H15 -1.32 1.80 3.73  0.30
H16 -2.70 0.85 3.28  0.02
Mg1 -3.50 -0.64 3.05  0.01
O7 -6.39 -2.42 2.38  -0.57
H17 -6.40 -3.08 1.67  0.34
H18 -7.30 -2.09 2.41  0.29
C11 -7.55 -1.98 -1.56  -0.80
C12 -6.21 -1.70 -0.87  1.09
C13 -5.13 -1.47 -1.94  -1.25
O8 -5.88 -2.77 -0.18  -0.63
H19 -7.52 -2.86 -2.21  -0.15
H20 -8.36 -2.13 -0.83  0.34
H21 -7.84 -1.13 -2.19  0.46
H22 -6.33 -0.73 -0.36  -0.04
H23 -5.00 -2.34 -2.60  0.30
H24 -4.15 -1.25 -1.48  0.24
H25 -5.39 -0.62 -2.57  0.38
C14 1.90 1.88 -4.83  -0.01
C15 3.17 2.03 -5.60  0.36
O9 2.79 1.75 -6.93  -0.31
C16 1.48 2.13 -7.01  0.57
O10 0.88 2.30 -8.06  -0.53
O11 0.93 2.30 -5.77  -0.34
F1 4.08 1.10 -5.22  -0.28
H26 1.70 0.85 -4.54  0.23
H27 1.88 2.51 -3.94  0.05
H28 3.61 3.03 -5.55  0.30
O12 6.80 3.01 1.34  -0.71
H29 6.68 3.17 0.42  0.23
Cs1 -4.36 1.76 1.31  1.27
C17 -7.95 -5.39 -2.80  0.83
O13 -7.67 -6.56 -3.00  -0.48
O14 -8.79 -4.99 -1.99  -0.43
O15 -7.43 -4.43 -3.38  -0.42
C18 3.67 -3.47 5.29  0.02
Cl1 2.69 -4.63 6.20  -0.12
Cl2 4.85 -4.31 4.27  -0.10
Cl3 2.64 -2.41 4.30  -0.08
H30 4.21 -2.84 6.00  0.31
Al1 -1.49 4.95 0.24  0.93
Br3 -8.39 -3.36 -4.54  0.19